1.
{"formula": "C4H5OPS", "method": "ωB97M-V with the def2-TZVPD basis set", "total_energy_ev": -26397.917, "smiles": "OP1C=CC=CS1", "homo_energy_ev": -9.1, "fmax_ev_per_a": 5.3, "gap_ha": 0.3572, "symbols": ["O", "P", "C", "C", "C", "C", "S", "H", "H", "H", "H", "H"], "coordinates": [[1.8959, 0.9475, 1.1556], [1.4592, 1.3284, -0.4018], [-0.4681, 1.2534, -0.2545], [-1.1913, 0.2953, 0.1745], [-0.8755, -1.1687, 0.4776], [-0.0435, -1.6344, -0.4025], [1.1917, -0.5139, -1.4221], [2.8407, 1.2650, 1.0684], [-1.0436, 2.1083, -0.6597], [-2.1917, 0.2013, 0.2747], [-1.7782, -1.4958, 0.7481], [0.2045, -2.5864, -0.7583]], "forces_ev_per_angstrom": [[1.7, 0.9, -1.1], [-3.2, -1.3, 0.0], [2.0, 4.0, -1.2], [1.5, -4.1, 2.2], [1.8, 4.5, -2.2], [3.2, 1.3, -1.8], [-0.4, -1.7, 1.1], [-1.1, -0.7, 1.0], [0.7, -0.1, 0.4], [-3.5, 1.5, -0.2], [-2.6, -2.9, 1.9], [-0.1, -1.5, -0.1]], "lowdin_charge": [-0.39, 0.62, -0.33, -0.23, -0.13, -0.32, 0.53, 0.04, 0.07, 0.07, 0.06, 0.02]}

***

2.
{"formula": "C22H42F3NO9S5", "method": "ωB97M-V with the def2-TZVPD basis set", "total_energy_ev": -105726.921, "homo_energy_ev": -8.6, "fmax_ev_per_a": 8.5, "gap_ha": 0.2451, "symbols": ["N", "C", "O", "C", "C", "C", "C", "C", "O", "C", "O", "C", "C", "C", "C", "F", "F", "F", "C", "O", "H", "H", "H", "H", "H", "H", "H", "H", "H", "H", "H", "H", "C", "S", "O", "C", "H", "H", "H", "H", "H", "H", "C", "S", "O", "C", "H", "H", "H", "H", "H", "H", "C", "S", "O", "C", "H", "H", "H", "H", "H", "H", "C", "S", "O", "C", "H", "H", "H", "H", "H", "H", "C", "S", "O", "C", "H", "H", "H", "H", "H", "H"], "coordinates": [[0.9856, 2.0731, 6.5196], [-0.2256, 2.8835, 6.0293], [-0.8494, 3.8255, 6.7419], [-0.8402, 2.5304, 4.5318], [-2.4486, 2.0785, 4.5980], [-2.4991, 0.5304, 4.0536], [-2.7139, -0.6773, 4.9481], [-2.6706, -2.1470, 4.1512], [-3.5169, -3.1537, 4.4031], [-1.5002, -2.2394, 2.9600], [-0.6507, -3.4637, 2.7815], [-1.2711, -1.0313, 2.0739], [-0.1378, -0.9385, 0.8928], [0.5178, 0.5975, 0.9708], [1.9527, 0.7140, 0.1476], [1.7587, 1.6967, -0.9824], [2.3846, -0.5602, -0.4855], [3.0505, 1.2780, 1.0152], [-2.2554, 0.2756, 2.4186], [-2.8424, 1.0401, 1.4945], [1.6660, 1.9231, 5.7222], [0.6922, 1.1091, 6.7934], [-0.2139, 1.5967, 4.1320], [-0.6501, 3.3913, 3.7467], [-2.8420, 2.2223, 5.6971], [-3.0177, 2.7720, 3.8348], [-2.8758, -0.5710, 6.1075], [0.1276, -3.2723, 3.4159], [-0.5749, -1.0432, -0.1876], [0.7290, -1.6811, 1.1523], [-0.1894, 1.4193, 0.5261], [0.7565, 0.9076, 2.0795], [4.3382, 0.3806, -4.8829], [4.7154, 1.6155, -3.6159], [6.0073, 2.2745, -3.9994], [5.0802, 0.4262, -2.3023], [4.1137, 0.8994, -5.8179], [5.1979, -0.2773, -5.0315], [3.4673, -0.2030, -4.5757], [5.8935, -0.2346, -2.6116], [4.1847, -0.1587, -2.0808], [5.3817, 0.9775, -1.4084], [-3.2807, -3.0399, -3.3761], [-2.7434, -2.2060, -1.8633], [-1.3309, -1.7486, -2.0782], [-2.6828, -3.6980, -0.8421], [-3.3518, -2.2982, -4.1753], [-2.5554, -3.8071, -3.6579], [-4.2620, -3.4920, -3.2147], [-1.9949, -4.4242, -1.2817], [-3.6839, -4.1281, -0.7647], [-2.3300, -3.4226, 0.1548], [-6.6209, -0.7720, -0.2765], [-7.2967, -2.1755, -1.1962], [-6.1741, -2.7777, -1.9885], [-8.2962, -1.1861, -2.3341], [-5.9271, -1.1520, 0.4773], [-6.0869, -0.1025, -0.9551], [-7.4332, -0.2351, 0.2187], [-7.6579, -0.4908, -2.8844], [-9.0530, -0.6356, -1.7706], [-8.7897, -1.8598, -3.0387], [7.4816, -1.3560, 3.4901], [6.6585, 0.2533, 3.4178], [5.7241, 0.3346, 4.5885], [5.6638, -0.1142, 1.9521], [8.1365, -1.3725, 4.3646], [6.7386, -2.1523, 3.5793], [8.0803, -1.5005, 2.5879], [5.0342, -0.9877, 2.1371], [6.3229, -0.2996, 1.1010], [5.0302, 0.7496, 1.7367], [1.5592, 3.3978, -4.9081], [0.8834, 1.9943, -5.8279], [2.0060, 1.3921, -6.6202], [-0.1161, 2.9837, -6.9657], [2.2530, 3.0178, -4.1544], [2.0933, 4.0673, -5.5868], [0.7469, 3.9347, -4.4130], [0.5222, 3.6790, -7.5161], [-0.8729, 3.5342, -6.4023], [-0.6096, 2.3100, -7.6704]], "forces_ev_per_angstrom": [[-1.4, 0.8, -1.5], [-2.9, 3.4, 2.0], [4.2, -6.1, -4.0], [0.9, -0.9, -0.1], [0.8, -0.2, -0.8], [-0.7, -2.9, 2.3], [1.0, 2.7, -3.9], [-3.0, -3.4, 1.0], [5.5, 6.3, -1.5], [1.0, 3.2, -2.2], [-0.7, 3.6, 2.0], [-1.1, -2.5, 2.4], [0.1, 1.4, 0.9], [0.7, 0.0, 0.2], [0.0, 0.9, -1.2], [1.1, -3.1, 3.4], [-0.9, 4.2, 2.2], [-3.4, -2.0, -3.1], [-2.1, 1.8, -2.6], [3.9, -4.5, 5.6], [-1.2, 0.4, 1.0], [0.0, 1.1, -0.1], [-1.3, 2.0, 0.9], [-0.5, -1.5, 1.9], [0.7, -0.5, -2.4], [0.9, -1.6, 1.7], [0.1, -0.4, -2.7], [-1.7, -0.6, -1.4], [0.8, -0.3, 2.0], [-1.9, 1.2, -0.7], [1.4, -1.8, 0.7], [-0.3, -0.7, -2.2], [0.2, 0.0, -0.1], [0.5, -0.1, -0.3], [-0.6, -0.4, 0.2], [0.1, -0.1, 0.1], [-0.1, 0.0, 0.3], [0.0, 0.1, 0.2], [0.0, 0.1, 0.0], [0.0, 0.1, -0.1], [0.1, 0.1, -0.1], [-0.1, 0.0, -0.2], [0.0, -0.1, -0.1], [-0.2, -0.2, -0.1], [-0.2, -0.2, 0.1], [0.1, -0.1, 0.0], [0.0, 0.0, 0.2], [0.1, 0.1, 0.1], [0.1, 0.2, 0.1], [0.0, 0.1, 0.0], [0.0, 0.1, -0.1], [0.0, 0.1, -0.1], [0.1, 0.0, 0.0], [0.2, 0.0, -0.1], [-0.3, 0.3, 0.2], [0.0, 0.0, -0.1], [-0.1, 0.0, -0.1], [0.0, -0.1, 0.0], [0.0, -0.1, 0.0], [0.0, -0.1, 0.1], [0.1, -0.1, 0.0], [0.1, 0.0, 0.2], [0.0, -0.1, 0.1], [-0.3, -0.1, 0.3], [0.3, -0.2, -0.6], [-0.1, 0.1, 0.0], [-0.1, 0.1, -0.1], [0.0, 0.1, 0.0], [0.0, 0.1, 0.1], [0.1, 0.1, 0.1], [0.0, 0.0, 0.1], [0.3, -0.2, 0.2], [0.1, 0.1, 0.0], [0.3, 0.0, -0.2], [-0.5, 0.4, 0.2], [0.0, 0.0, -0.1], [-0.1, 0.0, -0.1], [0.0, -0.1, 0.0], [0.0, -0.1, 0.0], [0.0, -0.1, 0.1], [0.1, -0.1, 0.0], [0.1, 0.0, 0.2]], "lowdin_charge": [0.05, -0.30, -0.03, -0.11, -0.12, -0.10, 0.06, -0.16, -0.02, -0.09, -0.06, -0.02, -0.09, -0.06, -0.19, -0.02, 0.00, -0.02, -0.15, -0.01, 0.09, 0.08, 0.09, 0.13, 0.13, 0.13, 0.13, 0.14, 0.10, 0.13, 0.14, 0.12, -0.27, 0.80, -0.56, -0.27, 0.03, 0.06, 0.06, 0.06, 0.03, 0.04, -0.26, 0.81, -0.58, -0.25, 0.05, 0.06, 0.03, 0.06, 0.05, 0.03, -0.27, 0.83, -0.58, -0.27, 0.05, 0.06, 0.05, 0.06, 0.05, 0.05, -0.28, 0.81, -0.57, -0.28, 0.05, 0.06, 0.05, 0.06, 0.05, 0.02, -0.26, 0.82, -0.56, -0.27, 0.01, 0.06, 0.05, 0.06, 0.05, 0.05]}